Entry 1:
This record from OMol25 describes C24H48Cl2CrP2 as an isolated structure at a distorted geometry. The level of theory is wB97M-V/def2-TZVPD.

Output
⟨S²⟩: 4.2144
multiplicity: 4
net charge: -1
E_LUMO (spin up / spin down): 2.411 / 2.400 eV
HOMO-LUMO gap (spin up / spin down): 3.377 / 2.714 eV

Element x y z (Å)
Cr -0.0787 -0.5525 0.0700
Cl 0.4569 -0.0968 -2.0691
P -0.7460 -2.7394 -0.4555
C 0.3815 -3.6681 -1.5903
C -0.9942 -3.7507 1.0734
C -2.2838 -2.5026 -1.4562
C 1.8450 -3.2473 -1.4522
H 0.0330 -3.3544 -2.5904
C 0.2356 -5.1881 -1.4623
H 0.6431 -5.5398 -0.5053
H 0.8143 -5.6627 -2.2657
H -0.7990 -5.5358 -1.5640
H 2.0000 -2.2451 -1.8645
H 2.4788 -3.9519 -2.0067
H 2.1881 -3.2462 -0.4094
H -1.8735 -1.9843 -2.3436
C -3.3135 -1.5711 -0.8103
C -2.8985 -3.8325 -1.8967
H -2.2540 -4.3665 -2.6049
H -3.8515 -3.6358 -2.4065
H -3.1102 -4.4895 -1.0406
H -2.8541 -0.7390 -0.2582
H -3.9760 -2.1079 -0.1202
H -3.9365 -1.1349 -1.6043
C 0.2531 -3.6637 1.9623
H -1.1130 -4.7925 0.7305
C -2.2456 -3.3392 1.8511
H 1.1666 -4.0095 1.4597
H 0.0915 -4.2818 2.8571
H 0.4297 -2.6333 2.3009
H -2.2073 -2.2730 2.1153
H -2.2856 -3.9215 2.7812
H -3.1722 -3.5365 1.2984
Cl -1.4691 0.1470 1.6979
H -0.2283 1.6902 -0.2052
P 0.0092 3.1047 -0.4284
C -1.0264 3.4731 -1.8630
C -0.5020 3.9086 1.1133
C 1.7458 3.2727 -0.8967
C -2.2038 2.4974 -1.9614
H -0.3490 3.2744 -2.7101
C -1.4620 4.9381 -1.9267
H -2.1989 5.1843 -1.1540
H -1.9329 5.1088 -2.9029
H -0.6194 5.6341 -1.8438
H -1.8525 1.4728 -2.1341
H -2.8389 2.7859 -2.8073
H -2.8192 2.4962 -1.0539
H 1.7986 2.6112 -1.7788
C 2.7133 2.7220 0.1561
C 2.0967 4.7043 -1.3360
H 1.6183 4.9729 -2.2848
H 3.1803 4.7748 -1.4916
H 1.8180 5.4504 -0.5782
H 2.2596 1.9585 0.8028
H 3.1193 3.5225 0.7867
H 3.5538 2.2260 -0.3477
C -1.9874 3.6833 1.3987
H -0.3176 4.9776 0.9054
C 0.3444 3.4856 2.3172
H -2.6469 4.0733 0.6174
H -2.2498 4.1937 2.3332
H -2.1866 2.6130 1.5385
H 0.2652 2.4051 2.4993
H -0.0360 3.9980 3.2109
H 1.4006 3.7548 2.2116
C 4.0827 -0.8277 2.6451
C 4.0982 -0.9204 1.2486
C 2.9072 -0.7444 0.5247
C 1.7035 -0.5579 1.1992
C 1.6926 -0.4172 2.5844
C 2.8881 -0.5511 3.3156
H 5.0110 -0.9701 3.2116
H 5.0279 -1.1307 0.7132
H 2.9265 -0.7472 -0.5643
H 0.7639 -0.2068 3.1124
H 2.8779 -0.4482 4.4021


Entry 2:
This record from OMol25 describes one molecule with the formula C3H5ClO2 at a distorted geometry. The level of theory is wB97M-V/def2-TZVPD.

Output
E_LUMO: 0.204 eV
SMILES: C[C@@](O)(Cl)C=O
HOMO-LUMO gap: 10.948 eV

Element x y z (Å)
C -0.5729 -0.7407 0.1752
C 0.7671 0.0328 0.2628
O 1.0494 0.5351 1.5913
Cl 2.0747 -1.1876 -0.2706
C 1.1118 1.1463 -0.7786
O 1.6729 2.1575 -0.4223
H -0.3638 -1.6617 0.5396
H -1.0477 -0.9161 -0.7402
H -1.2392 -0.1233 0.7439
H 1.0538 1.4763 1.3694
H 0.7911 0.7612 -1.8732


Entry 3:
This record from OMol25 describes one molecule with the formula C4H4O3. The level of theory is wB97M-V/def2-TZVPD.

Output
E_LUMO: -0.853 eV
SMILES: CC(=O)C(=O)C=O
HOMO-LUMO gap: 8.896 eV

Element x y z (Å)
C -1.4453 0.2948 -0.5578
C -0.4069 -0.7479 -0.2907
O -0.1600 -1.7147 -0.9737
C 0.5596 -0.4794 0.8664
O 0.4521 -0.8492 2.0086
C 1.7349 0.3703 0.3920
O 1.5495 1.1584 -0.5042
H -2.0312 0.4915 0.3468
H -2.0789 -0.0100 -1.3945
H -0.8790 1.2067 -0.7986
H 2.7052 0.2795 0.9058


Entry 4:
This record from OMol25 describes an isolated ion of composition C3H10FNP and charge +1 at a distorted geometry. The level of theory is wB97M-V/def2-TZVPD.

Output
⟨S²⟩: 2.0091
multiplicity: 3
net charge: +1
E_LUMO (spin up / spin down): -3.268 / -8.808 eV
HOMO-LUMO gap (spin up / spin down): 6.307 / 6.532 eV

Element x y z (Å)
C 0.2418 1.7115 0.0313
C 2.3752 -0.5818 -0.1032
C -1.2846 -1.0435 -0.5042
N -2.1450 -0.1896 0.2844
F 0.0249 -0.3707 1.6120
P 0.3405 -0.1254 0.0661
H 0.4605 2.0756 -1.0164
H -0.8103 1.9558 0.3129
H 2.6687 -0.7236 0.9266
H 2.5288 -1.4858 -0.5709
H 2.7356 0.2023 -0.6883
H -1.0208 -2.0048 -0.0757
H -1.5802 -1.0876 -1.5228
H -2.9259 -0.6640 0.8437
H 1.0257 1.9829 0.7708
H -2.6348 0.3487 -0.3663


Repeat the first record exactly.
This record from OMol25 describes C24H48Cl2CrP2 as an isolated structure at a distorted geometry. The level of theory is wB97M-V/def2-TZVPD.

Output
⟨S²⟩: 4.2144
multiplicity: 4
net charge: -1
E_LUMO (spin up / spin down): 2.411 / 2.400 eV
HOMO-LUMO gap (spin up / spin down): 3.377 / 2.714 eV

Element x y z (Å)
Cr -0.0787 -0.5525 0.0700
Cl 0.4569 -0.0968 -2.0691
P -0.7460 -2.7394 -0.4555
C 0.3815 -3.6681 -1.5903
C -0.9942 -3.7507 1.0734
C -2.2838 -2.5026 -1.4562
C 1.8450 -3.2473 -1.4522
H 0.0330 -3.3544 -2.5904
C 0.2356 -5.1881 -1.4623
H 0.6431 -5.5398 -0.5053
H 0.8143 -5.6627 -2.2657
H -0.7990 -5.5358 -1.5640
H 2.0000 -2.2451 -1.8645
H 2.4788 -3.9519 -2.0067
H 2.1881 -3.2462 -0.4094
H -1.8735 -1.9843 -2.3436
C -3.3135 -1.5711 -0.8103
C -2.8985 -3.8325 -1.8967
H -2.2540 -4.3665 -2.6049
H -3.8515 -3.6358 -2.4065
H -3.1102 -4.4895 -1.0406
H -2.8541 -0.7390 -0.2582
H -3.9760 -2.1079 -0.1202
H -3.9365 -1.1349 -1.6043
C 0.2531 -3.6637 1.9623
H -1.1130 -4.7925 0.7305
C -2.2456 -3.3392 1.8511
H 1.1666 -4.0095 1.4597
H 0.0915 -4.2818 2.8571
H 0.4297 -2.6333 2.3009
H -2.2073 -2.2730 2.1153
H -2.2856 -3.9215 2.7812
H -3.1722 -3.5365 1.2984
Cl -1.4691 0.1470 1.6979
H -0.2283 1.6902 -0.2052
P 0.0092 3.1047 -0.4284
C -1.0264 3.4731 -1.8630
C -0.5020 3.9086 1.1133
C 1.7458 3.2727 -0.8967
C -2.2038 2.4974 -1.9614
H -0.3490 3.2744 -2.7101
C -1.4620 4.9381 -1.9267
H -2.1989 5.1843 -1.1540
H -1.9329 5.1088 -2.9029
H -0.6194 5.6341 -1.8438
H -1.8525 1.4728 -2.1341
H -2.8389 2.7859 -2.8073
H -2.8192 2.4962 -1.0539
H 1.7986 2.6112 -1.7788
C 2.7133 2.7220 0.1561
C 2.0967 4.7043 -1.3360
H 1.6183 4.9729 -2.2848
H 3.1803 4.7748 -1.4916
H 1.8180 5.4504 -0.5782
H 2.2596 1.9585 0.8028
H 3.1193 3.5225 0.7867
H 3.5538 2.2260 -0.3477
C -1.9874 3.6833 1.3987
H -0.3176 4.9776 0.9054
C 0.3444 3.4856 2.3172
H -2.6469 4.0733 0.6174
H -2.2498 4.1937 2.3332
H -2.1866 2.6130 1.5385
H 0.2652 2.4051 2.4993
H -0.0360 3.9980 3.2109
H 1.4006 3.7548 2.2116
C 4.0827 -0.8277 2.6451
C 4.0982 -0.9204 1.2486
C 2.9072 -0.7444 0.5247
C 1.7035 -0.5579 1.1992
C 1.6926 -0.4172 2.5844
C 2.8881 -0.5511 3.3156
H 5.0110 -0.9701 3.2116
H 5.0279 -1.1307 0.7132
H 2.9265 -0.7472 -0.5643
H 0.7639 -0.2068 3.1124
H 2.8779 -0.4482 4.4021